1.
# C6H14IrN2S2

A molecular structure, C6H14IrN2S2 (the ωB97M-V functional and the def2-TZVPD basis, OMol25).

2S+1: 2
Net charge: +2
HOMO (spin up / spin down) (eV): -16.9 / -16.7
Gap between HOMO and LUMO (spin up / spin down) (eV): 6.75 / 6.54
Electronic energy (eV): -33922.4695
Max |F| (hartree/bohr): 0.018
E_LUMO (spin up / spin down) (eV): -10.100 / -10.183

Geometry (Å):
Ir  0.4094  0.2653  0.4573
C  -1.0309  -1.4713  -3.5730
C  -0.9831  -1.0077  -2.1537
S  0.4833  -0.2485  -1.6495
C  -1.9864  -1.0834  -1.2214
C  -3.3777  -1.5834  -1.4240
S  -1.5908  -0.5771  0.3863
H  -0.0915  -1.2861  -4.0904
H  -1.8221  -0.9461  -4.1125
H  -1.2449  -2.5401  -3.6148
H  -3.5343  -1.8725  -2.4608
H  -4.1030  -0.8091  -1.1681
H  -3.5816  -2.4474  -0.7897
N  1.5195  2.0869  0.7979
C  2.5102  1.9231  1.9177
C  1.8433  1.1104  3.0116
N  1.2954  -0.1423  2.3846
H  1.9737  2.4575  -0.0363
H  0.8226  2.7918  1.0443
H  2.8393  2.8967  2.2774
H  3.3790  1.3934  1.5245
H  1.0085  1.6642  3.4433
H  2.5371  0.8611  3.8129
H  0.6740  -0.6293  3.0298
H  2.0510  -0.8063  2.2065

---

2.
# C18H22FN3O

A single C18H22FN3O molecule (the ωB97M-V functional and the def2-TZVPD basis, OMol25).

Net charge: 0
HOMO (eV): -8.1
Gap between HOMO and LUMO (eV): 8.72
Electronic energy (eV): -28257.9838
Max |F| (hartree/bohr): 0.016
E_LUMO (eV): 0.669
SMILES: COc1ccc(-c2[nH]ncc2CN2C[C@@H]3CCC[C@H]2C3)c(F)c1

Geometry (Å):
C  -3.5984  -3.2192  -3.5887
H  -3.9148  -2.5636  -4.4060
O  -3.6997  -2.5733  -2.3409
C  -2.9631  -1.4566  -2.1263
C  -3.1125  -0.8466  -0.8776
C  -2.4068  0.2909  -0.5601
C  -1.5128  0.8737  -1.4632
C  -1.4005  0.2559  -2.7051
C  -2.0966  -0.8862  -3.0523
H  -1.9414  -1.2996  -4.0353
F  -0.5676  0.7799  -3.6366
C  -0.7386  2.0566  -1.1212
N  -0.5092  3.0637  -2.0028
N  0.2168  4.0430  -1.4815
C  0.4816  3.6728  -0.2450
C  -0.0975  2.4282  0.0547
C  0.0959  1.6475  1.3130
N  1.4858  1.2677  1.4170
C  1.9944  0.3937  0.3647
C  2.9797  -0.5468  1.0704
C  3.3521  0.2734  2.3046
H  3.8317  -0.3164  3.0832
C  1.9649  0.7728  2.6940
H  1.9890  1.6010  3.4115
C  1.1667  -0.4009  3.2933
C  1.0031  -1.5427  2.2882
H  0.2224  -1.2832  1.5702
C  2.2992  -1.8383  1.5311
H  2.0772  -2.4739  0.6704
H  2.9902  -2.3852  2.1772
H  0.6684  -2.4436  2.8084
H  0.1824  -0.0589  3.6211
H  1.7025  -0.7547  4.1770
H  3.9947  1.1111  2.0357
H  3.8405  -0.7839  0.4416
H  1.1952  -0.1602  -0.1445
H  2.5046  1.0068  -0.3881
H  -0.5842  0.7788  1.3177
H  -0.1393  2.2759  2.1784
H  1.0721  4.2927  0.3984
H  -0.8166  3.1169  -2.9609
H  -2.5617  0.7632  0.3971
H  -3.8003  -1.2871  -0.1741
H  -4.2701  -4.0739  -3.5325
H  -2.5794  -3.5715  -3.7763

---

3.
# C37H41CaClNO6P2S3Se

A molecular structure, C37H41CaClNO6P2S3Se (the ωB97M-V functional and the def2-TZVPD basis, OMol25).

Net charge: -1
HOMO (eV): -4.6
Gap between HOMO and LUMO (eV): 6.99
Electronic energy (eV): -200205.5331
Max |F| (hartree/bohr): 0.007
E_LUMO (eV): 2.357

Geometry (Å):
Ca  0.2070  -1.5627  0.1433
C  1.8730  -6.7112  0.8950
C  2.0213  -5.7959  2.1110
S  1.0767  -4.2621  2.1431
C  -0.6314  -4.8161  2.2612
C  -1.2961  -5.3569  0.9905
S  -1.1990  -4.2231  -0.4193
C  -0.4838  -5.1514  -1.8019
C  0.5112  -6.2693  -1.5341
S  2.0550  -5.8396  -0.6840
H  0.9104  -7.2203  0.9126
H  2.6371  -7.4897  0.9635
H  3.0554  -5.4506  2.1765
H  1.8199  -6.3666  3.0227
H  -1.1506  -3.9160  2.5983
H  -0.7217  -5.5591  3.0593
H  -2.3486  -5.5476  1.2159
H  -0.8604  -6.3073  0.6943
H  -0.0349  -4.3539  -2.4095
H  -1.3088  -5.5818  -2.3753
H  0.7927  -6.6566  -2.5156
H  0.0550  -7.1076  -1.0034
Cl  0.2570  1.9456  1.6316
C  -0.6034  3.4529  1.5603
C  -0.6090  4.2471  2.6964
C  -1.2619  5.4686  2.6698
C  -1.8930  5.8854  1.5078
C  -1.8760  5.0783  0.3806
C  -1.2342  3.8390  0.3781
P  -1.2844  2.6597  -1.0365
C  -2.3571  3.6221  -2.1767
C  -1.8902  4.5332  -3.1222
C  -2.7790  5.2254  -3.9331
C  -4.1455  5.0228  -3.8058
C  -4.6224  4.1172  -2.8688
C  -3.7323  3.4167  -2.0689
C  0.3535  2.8923  -1.8081
C  1.3528  3.7247  -1.3151
C  2.5792  3.8031  -1.9586
C  2.8141  3.0520  -3.0989
C  1.8235  2.2138  -3.5956
C  0.5999  2.1308  -2.9507
H  -0.1054  3.8963  3.5870
H  -1.2754  6.0902  3.5559
H  -2.4009  6.8409  1.4752
H  -2.3723  5.4173  -0.5195
H  -0.8250  4.7005  -3.2210
H  -2.4018  5.9279  -4.6661
H  -4.8365  5.5638  -4.4403
H  -5.6871  3.9461  -2.7692
H  -4.1074  2.6980  -1.3480
H  1.1794  4.3140  -0.4224
H  3.3528  4.4484  -1.5594
H  3.7748  3.1078  -3.5976
H  2.0134  1.6016  -4.4676
H  -0.1587  1.4494  -3.3117
O  0.2658  -1.3709  4.5776
C  0.4539  -1.2757  3.3670
O  -0.3624  -1.5257  2.4271
C  1.8361  -0.7624  2.9223
C  2.8150  -0.5246  3.8806
C  4.0082  0.0414  3.4814
C  4.2146  0.3455  2.1368
C  5.3706  1.1143  1.6875
C  5.5091  1.5137  0.4217
C  4.5787  1.0454  -0.6211
C  3.3851  0.2633  -0.2125
C  3.2034  0.0020  1.2335
N  2.0390  -0.5178  1.6268
H  2.5874  -0.7586  4.9099
H  4.7752  0.2854  4.2086
H  6.0832  1.4224  2.4449
H  6.3181  2.1759  0.1377
H  4.5213  1.6062  -1.5473
H  2.4890  0.2846  -0.8263
C  -3.7272  -2.3014  1.2037
P  -2.7860  -0.9620  0.3792
C  -3.1038  0.3997  1.5628
C  -3.9085  -0.5211  -0.9962
H  -4.7497  -1.9976  1.4434
H  -3.2047  -2.5505  2.1304
H  -3.7490  -3.1867  0.5683
H  -4.1680  0.5003  1.7940
H  -2.7367  1.3409  1.1546
H  -2.5444  0.1788  2.4739
H  -4.9194  -0.2800  -0.6574
H  -3.9516  -1.3506  -1.7039
H  -3.4815  0.3332  -1.5226
O  0.3780  -2.6723  -3.4637
Se  1.3635  -1.6602  -2.6081
O  1.7594  -2.5241  -1.1891
O  0.3027  -0.5292  -1.8468
O  4.5146  -0.3690  -0.8039

---

4.
# C2H3FI2

A molecular structure, C2H3FI2 at a distorted geometry (the ωB97M-V functional and the def2-TZVPD basis, OMol25).

Net charge: 0
HOMO (eV): -9.5
Gap between HOMO and LUMO (eV): 9.29
Electronic energy (eV): -21040.2732
Max |F| (hartree/bohr): 0.092
E_LUMO (eV): -0.222

Geometry (Å):
C  -0.7720  0.0266  -0.4213
C  0.4582  -0.1055  0.4757
F  -0.3260  0.0345  -1.8027
I  1.6168  1.7429  0.3902
I  1.5700  -1.8236  0.3834
H  -1.2644  0.9625  -0.4368
H  -1.4390  -0.7675  -0.2835
H  0.1565  -0.0699  1.6951

---

5.
# C5H9O5P

A single C5H9O5P molecule at a distorted geometry (the ωB97M-V functional and the def2-TZVPD basis, OMol25).

Net charge: 0
HOMO (spin up / spin down) (eV): -8.9 / -8.9
Gap between HOMO and LUMO (spin up / spin down) (eV): 7.98 / 7.98
Electronic energy (eV): -24854.1354
Max |F| (hartree/bohr): 0.070
E_LUMO (spin up / spin down) (eV): -0.888 / -0.889

Geometry (Å):
C  -0.2679  0.6933  0.4304
C  -1.5572  0.0770  -0.1037
C  1.8936  1.1714  -0.3184
C  -1.1486  -1.4290  -0.4626
C  2.1827  2.0223  0.6315
O  -1.5613  -1.2526  -3.2429
O  0.7788  0.4502  -0.4610
O  -2.5701  0.1645  0.9033
O  -1.1074  -2.1880  0.6178
O  -1.0305  -3.5057  -2.2970
P  -1.7286  -2.0278  -2.0042
H  -0.4732  1.8549  0.5566
H  0.0569  0.2584  1.4915
H  -1.9626  0.7467  -0.9837
H  2.6322  0.7887  -1.0647
H  1.5673  2.2213  1.5204
H  3.0601  2.5033  0.6232
H  -2.3438  -0.3749  1.6199
H  -0.3428  -2.7150  0.6172
H  -0.6866  -3.1855  -3.1449